Run 1
This record from the Open Molecules 2025 dataset describes a 2-piece molecular cluster, C5H14NOP overall. The level of theory is wB97M-V/def2-TZVPD.

Results
Orbital gap (spin up / spin down), Eh: 0.2778 / 0.3231
HOMO (spin up / spin down), eV: -8.55 / -8.28
Net charge: 0

Element x y z (Å)
C 2.9601 -0.8015 -0.0675
C 1.1850 1.7262 -0.5332
C -2.2402 -1.6979 0.1764
C -2.6094 1.0787 0.9538
C 1.5414 -0.6312 -0.6531
N 0.8778 0.4504 -0.0244
O -1.3460 0.3752 -1.3642
P -2.5189 -0.0086 -0.5504
H 3.4284 -1.6780 -0.5081
H 3.5685 0.0749 -0.2862
H 2.9022 -0.9253 1.0135
H 1.3070 1.7499 -1.6272
H 0.4106 2.4298 -0.2318
H 2.1353 2.0654 -0.0883
H -3.1176 -2.0486 0.7057
H -1.3886 -1.6106 0.8528
H -1.9994 -2.3939 -0.6261
H -3.4524 0.8035 1.5771
H -2.7034 2.1133 0.6394
H -1.6670 0.9448 1.4872
H 1.6252 -0.5001 -1.7424
H 0.9767 -1.5433 -0.4408

Run 2
This record from the Open Molecules 2025 dataset describes a 2-piece molecular cluster, C5H14NOP overall. The level of theory is wB97M-V/def2-TZVPD.

Results
Orbital gap (spin up / spin down), Eh: 0.2254 / 0.3286
HOMO (spin up / spin down), eV: -7.36 / -8.03
Net charge: 0

Element x y z (Å)
C 2.8400 -0.3134 -1.0770
C 2.1520 -0.2152 1.5417
C -3.2670 1.4831 0.3083
C -1.9114 -1.9611 -0.1679
C 2.0895 0.2824 0.0905
N -2.5371 0.5504 -0.5155
O -1.4943 -0.1105 1.7457
P -1.1894 -0.2212 0.2998
H 2.3446 -0.2516 -1.9272
H 3.6682 0.4704 -1.0650
H 3.3007 -1.2130 -0.9219
H 1.9516 -1.2836 1.6571
H 1.4901 0.3413 2.2206
H 3.1792 -0.0568 1.9285
H -2.5504 2.3214 0.5392
H -4.0257 2.0109 -0.2073
H -3.6399 1.0134 1.2768
H -2.0175 -2.0307 -1.1921
H -1.2093 -2.6566 0.1871
H -2.9214 -2.0787 0.1148
H 1.7591 1.3374 0.0237
H -2.3634 0.9402 -1.4804

Stability ranking, top entry: run 1; the second entry is 0.0381 hartree less favorable.

Run 1
This record from the Open Molecules 2025 dataset describes an isolated ion of composition CHO3PS2 and charge -2. The level of theory is wB97M-V/def2-TZVPD.

Results
Orbital gap, Eh: 0.2284
SMILES string: [O-]C(=S)[P@@]([O-])(O)=S
HOMO, eV: -0.22
Net charge: -2

Element x y z (Å)
C 1.4136 1.1088 -0.2236
O 1.7721 -0.7672 2.1050
O 0.3430 1.3748 -0.8127
O -0.1601 -1.0384 0.2959
P 1.3961 -0.6135 0.4165
S 2.8116 2.0131 -0.0048
S 2.3861 -1.9152 -0.7656
H -0.5884 -0.3949 0.9016

Run 2
This record from the Open Molecules 2025 dataset describes CHO3PS2 as an isolated structure. The level of theory is wB97M-V/def2-TZVPD.

Results
Orbital gap, Eh: 0.2168
HOMO, eV: -0.08
Net charge: -2

Element x y z (Å)
C 0.8404 -0.8736 0.4373
O 0.6273 0.8509 -1.7410
O -0.0286 -1.6532 0.9753
O -1.4855 -0.2162 -0.6528
P -0.0314 0.5691 -0.4301
S 2.4912 -0.8272 0.3368
S -0.4996 2.8573 0.9674
H -1.9138 -0.7071 0.1072

Stability ranking, top entry: run 1; the second entry is 0.0377 hartree less favorable.

Run 1
This record from the Open Molecules 2025 dataset describes a 4-piece molecular cluster, C2H10O4 overall. The level of theory is wB97M-V/def2-TZVPD.

Results
Orbital gap, Eh: 0.4006
SMILES string: CC=O.O.O.O
HOMO, eV: -10.27
Net charge: 0

Element x y z (Å)
O 0.5903 2.1181 1.2732
C -0.0145 1.1644 1.8847
C 0.1937 -0.3309 1.6810
H -0.7890 1.3612 2.6307
H 0.8309 -0.7603 2.5661
H -0.6662 -0.7955 1.8528
H 0.3112 -0.4823 0.6548
H -0.0644 1.5753 -0.7130
H -0.8505 2.6431 -1.4576
O -0.7939 1.6465 -1.3317
H -2.0074 -1.3539 -1.4664
H -0.6841 -0.8636 -1.3939
O -1.1588 -1.6548 -1.2451
H 1.1466 -1.9826 -1.5801
H 2.0381 -0.8417 -2.0671
O 1.9180 -1.4431 -1.2884

Run 2
This record from the Open Molecules 2025 dataset describes a 4-piece molecular cluster, C2H10O4 overall. The level of theory is wB97M-V/def2-TZVPD.

Results
Orbital gap, Eh: 0.3754
SMILES string: C=CO.O.O.O
HOMO, eV: -9.76
Net charge: 0

Element x y z (Å)
C 2.0054 -0.4565 -0.5655
C 1.6480 -0.5670 0.7072
O 0.6467 0.2637 1.2177
H 2.9922 -0.8309 -0.8302
H 1.5238 0.0480 -1.3906
H 2.1353 -1.2721 1.3662
H -0.0514 -0.3426 1.5437
H -2.5787 -0.2275 2.4171
H -2.1670 -0.5791 0.9466
O -1.8564 -0.5661 1.8690
H -0.1871 2.5566 -0.4356
H -0.3470 1.2043 0.1820
O -0.8060 1.8241 -0.4304
H -1.6638 -0.1112 -2.5669
H -0.4414 -0.3135 -1.6084
O -0.8526 -0.6301 -2.4219

Stability ranking, top entry: run 2; the second entry is 0.0123 hartree less favorable.

Run 1
This record from the Open Molecules 2025 dataset describes a 2-piece molecular cluster, C11H12NO2 overall. The level of theory is wB97M-V/def2-TZVPD.

Results
Orbital gap, Eh: 0.2570
HOMO, eV: -4.14
Net charge: -1

Element x y z (Å)
C 1.9121 -2.2079 -3.0939
C 0.5072 -2.0781 -3.7872
O -0.4567 -2.4037 -3.0392
O 0.5303 -1.7309 -4.9741
H 1.8152 -2.6116 -2.0757
H 2.3785 -1.2281 -2.9393
H 2.6431 -2.7526 -3.6970
C -1.6896 1.3586 3.6669
C 0.4833 0.8311 0.7025
C -0.8085 0.9095 1.2770
C -0.5667 1.1745 2.6966
C 0.7668 1.2889 2.8907
C -0.2792 0.1573 -1.4063
C 0.8175 0.5223 -0.6192
C -1.5976 0.1490 -0.8409
C -1.8381 0.4675 0.4577
N 1.4386 1.1827 1.6818
H -0.2475 -0.2092 -2.4221
H 1.7817 0.1980 -0.9541
H -2.3571 0.0422 -1.6032
H -2.8908 0.4617 0.7740
H 2.3930 0.8706 1.7092
H 1.2649 1.3558 3.8307
H -1.4596 0.9554 4.6473
H -2.5748 0.8890 3.2448
H -1.9660 2.4076 3.8729

Run 2
This record from the Open Molecules 2025 dataset describes a 2-piece molecular cluster, C11H12NO2 overall. The level of theory is wB97M-V/def2-TZVPD.

Results
Orbital gap, Eh: 0.2827
HOMO, eV: -4.31
Net charge: -1

Element x y z (Å)
C -3.1573 -1.6703 -0.5914
C -0.7780 -0.9680 -1.3302
C 0.0606 -0.2356 0.5976
C -1.7654 -1.1605 -0.3375
C -1.2654 -0.6827 0.8834
C 0.9542 0.2261 1.5851
C 0.4577 0.3319 2.8899
C -1.6958 -0.6530 2.2203
C -0.8303 -0.1449 3.1587
N 0.3336 -0.4886 -0.6965
H 1.2953 -0.2423 -1.3182
H -1.0046 -0.9557 -2.3744
H 1.9586 0.5639 1.3808
H -3.9901 -1.0263 -0.3001
H -3.2682 -2.6880 -0.2275
H 1.1784 0.4793 3.6867
H -2.6816 -0.9587 2.5379
H -1.1971 0.0169 4.1748
H -3.4439 -1.5635 -1.6586
C 2.5160 2.2625 -1.7463
C 2.9517 0.9513 -2.4198
O 2.2503 -0.0971 -2.2466
O 3.9155 1.0139 -3.2073
H 2.6278 3.1517 -2.3595
H 3.1164 2.2940 -0.8317
H 1.4617 2.2438 -1.4695

Stability ranking, top entry: run 2; the second entry is 0.0265 hartree less favorable.

Run 1
This record from the Open Molecules 2025 dataset describes a 2-piece molecular cluster, C4H11S2 overall. The level of theory is wB97M-V/def2-TZVPD.

Results
Orbital gap, Eh: 0.2430
HOMO, eV: -2.93
Net charge: -1

Element x y z (Å)
C -0.8331 -2.0730 -2.5206
S -0.3442 -1.1071 -1.0231
H -0.7133 -3.1774 -2.3557
H -1.8897 -1.8393 -2.7331
H -0.2304 -1.7978 -3.3876
C 0.2047 -0.8566 2.4825
C 0.8647 0.2137 1.6261
C -0.1188 1.3463 1.2487
S 0.3537 2.0023 -0.3301
H 0.9824 -1.6089 2.7754
H -0.4549 -1.4951 1.7899
H -0.3327 -0.5018 3.3505
H 1.6771 0.6718 2.2126
H 1.3805 -0.2096 0.7197
H -0.0487 2.1059 2.0092
H -1.2222 1.0229 1.1694
H -0.0052 0.7233 -0.9182

Run 2
This record from the Open Molecules 2025 dataset describes a 2-piece molecular cluster, C4H11S2 overall. The level of theory is wB97M-V/def2-TZVPD.

Results
Orbital gap, Eh: 0.2039
HOMO, eV: -2.35
Net charge: -1

Element x y z (Å)
C -1.8404 -2.0296 -0.5422
S -1.1637 -2.4251 1.1040
C -0.4758 -0.8722 1.4039
H -2.4544 -2.8357 -1.0221
H -0.8630 -1.8921 -1.1437
H -2.3460 -1.0289 -0.5798
H -1.0130 -0.0923 1.1807
H -0.1766 -0.6860 2.4379
H 0.4689 -0.7902 0.8287
C 2.6449 2.3437 -0.3236
C 1.6993 1.5473 -1.2553
S 0.0316 1.8642 -0.6944
H 2.7831 1.9679 0.6869
H 2.2265 3.4158 -0.3244
H 3.6619 2.4711 -0.7677
H 1.9060 0.5240 -1.1978
H 1.7526 1.9849 -2.3505

Stability ranking, top entry: run 1; the second entry is 0.0269 hartree less favorable.

Run 1
This record from the Open Molecules 2025 dataset describes a 3-piece molecular cluster, C2H7NO4 overall. The level of theory is wB97M-V/def2-TZVPD.

Results
Orbital gap, Eh: 0.3855
SMILES string: O=CNC=O.O.O
HOMO, eV: -10.20
Net charge: 0

Element x y z (Å)
O 0.8853 -2.1609 -0.1043
C 0.3588 -1.1873 -0.5601
N 0.9373 0.0762 -0.7417
C 2.1863 0.5767 -0.3269
O 2.6057 0.6444 0.7894
H -0.6395 -1.1726 -1.0208
H 0.5986 0.5726 -1.5558
H 2.6977 1.0728 -1.1746
H -0.4225 0.8025 1.9831
H -0.3790 -0.0127 3.2604
O -0.9227 0.1490 2.4832
H -3.3159 -0.1389 -0.9792
H -2.1615 0.7494 -0.7321
O -2.4287 0.0287 -1.3205

Run 2
This record from the Open Molecules 2025 dataset describes a 3-piece molecular cluster, C2H7NO4 overall. The level of theory is wB97M-V/def2-TZVPD.

Results
Orbital gap, Eh: 0.4109
SMILES string: O=CNC=O.O.O
HOMO, eV: -10.73
Net charge: 0

Element x y z (Å)
O 0.2089 -0.4331 2.6403
C 0.9448 -1.0199 1.9185
N 0.7337 -0.9647 0.4988
C 1.3334 -0.0492 -0.3407
O 1.8466 0.9612 0.0359
H 1.7896 -1.5941 2.2973
H -0.1223 -1.4395 0.2616
H 1.2173 -0.3759 -1.3805
H -0.6982 1.0462 0.7872
H -1.6934 2.0553 0.3445
O -1.5022 1.1225 0.2914
H -1.3939 0.8426 -2.9401
H -1.3430 -0.0730 -1.7268
O -1.3212 -0.0786 -2.6877

Stability ranking, top entry: run 1; the second entry is 0.0048 hartree less favorable.